(1)
Formula: C16H20I2NOSiZn
Source: the Open Molecules 2025 dataset
Level of theory: ωB97M-V with the def2-TZVPD basis set

- LUMO level (eV) = -4.30
- frontier orbital gap (eV) = 6.260
- HOMO energy (eV) = -10.6
- energy above the lowest of the compared OMol25 structures with the same formula, charge and spin (eV) = 0.000
- charge = +1
- spin multiplicity = 1

Element x y z (Å)
Zn: 0.89616 1.12227 0.15807
I: 3.71112 0.86716 0.02669
C: 3.89796 2.97477 0.06659
I: 1.94779 3.77645 -0.06724
H: 4.49271 3.29764 -0.77974
H: 4.34206 3.27696 1.00724
C: -3.22527 1.93922 1.56220
Si: -2.18833 2.23007 0.02679
C: -3.24069 2.38167 -1.51788
C: -1.35488 3.89923 0.25128
N: -0.94739 0.98799 -0.16090
C: -1.32366 -0.34937 -0.35931
C: -2.64612 -0.79098 -0.47840
C: -2.95577 -2.12519 -0.68691
C: -1.96068 -3.08228 -0.78282
C: -0.63488 -2.69277 -0.66019
C: -0.35329 -1.36009 -0.44946
O: 0.98323 -0.90725 -0.31795
C: 1.97010 -1.83611 0.04477
C: 2.82651 -2.30027 -0.93809
C: 3.84470 -3.17218 -0.57059
C: 3.98421 -3.56261 0.75189
C: 3.10854 -3.08740 1.72148
C: 2.08962 -2.21540 1.37270
H: -3.88088 2.79590 1.73369
H: -2.58411 1.83726 2.44098
H: -3.85466 1.05160 1.51118
H: -3.78664 3.32730 -1.50195
H: -3.97565 1.58902 -1.64546
H: -2.60346 2.38540 -2.40544
H: -2.14224 4.63987 0.40841
H: -0.81889 4.21730 -0.64749
H: -0.71137 3.95273 1.13171
H: -3.45584 -0.08312 -0.40293
H: -3.99440 -2.41527 -0.77171
H: -2.20465 -4.12202 -0.94708
H: 0.16242 -3.41958 -0.72482
H: 2.68697 -1.98663 -1.96446
H: 4.52136 -3.55181 -1.32402
H: 4.77581 -4.24428 1.03105
H: 3.21721 -3.40017 2.75088
H: 1.38529 -1.84504 2.10725



(2)
Formula: C3H9N2O2S
Source: the Open Molecules 2025 dataset
Level of theory: ωB97M-V with the def2-TZVPD basis set

- LUMO level (eV) = -4.59
- frontier orbital gap (eV) = 11.057
- HOMO energy (eV) = -15.6
- energy above the lowest of the compared OMol25 structures with the same formula, charge and spin (eV) = 4.244
- charge = +1
- spin multiplicity = 1

Element x y z (Å)
C: -1.54188 -1.43618 -0.57946
C: -0.09157 0.33319 0.36608
C: -0.52995 -0.39742 -0.85040
N: -1.63192 1.10535 -1.45390
N: -0.24769 1.82209 0.47630
O: -1.81839 3.41276 -0.76211
O: -2.44865 1.84390 0.96761
S: -1.75511 2.12173 -0.23709
H: -2.21369 -1.27738 0.23530
H: -0.86626 -2.35101 -0.35562
H: -2.01798 -1.80728 -1.49480
H: -0.46645 -0.22280 1.17125
H: 1.02338 0.34659 0.64563
H: 0.15119 -0.62855 -1.72630
H: -1.17947 1.52622 -2.25557
H: 0.70809 2.18646 0.03090
H: -0.43238 2.16762 1.43911



(3)
Formula: C4H17N2O2
Source: the Open Molecules 2025 dataset
Level of theory: ωB97M-V with the def2-TZVPD basis set

- LUMO level (alpha / beta) (eV) = -11.58 / -13.24
- frontier orbital gap (alpha / beta) (eV) = 6.503 / 4.843
- HOMO energy (alpha / beta) (eV) = -18.1 / -18.1
- expectation value of S² = 1.76
- energy above the lowest of the compared OMol25 structures with the same formula, charge and spin (eV) = 7.278
- charge = +2
- spin multiplicity = 2

Element x y z (Å)
C: 2.44529 -0.68835 0.21765
N: 2.13616 0.76500 0.33441
C: 1.06801 -1.46201 0.39176
N: 0.08766 -1.06054 -0.60116
C: -1.21058 -1.63464 -0.77126
C: -2.45647 -0.86157 -0.31013
H: 3.04990 -0.86785 1.09999
H: 2.79615 -0.95902 -0.78744
H: 3.02548 1.28587 0.27007
H: 1.49958 1.17497 -0.34987
H: 0.56215 -1.10590 1.31963
H: 1.30040 -2.52420 0.34409
H: 0.17845 -0.27417 -1.26291
H: -0.60718 4.89789 5.58193
H: -1.31510 -1.77798 -1.86365
H: -1.23184 -2.69558 -0.49616
H: -2.41981 -0.84858 0.78880
H: -3.34301 -1.48266 -0.44644
H: -2.56012 0.18247 -0.58331
H: -0.70803 5.51829 5.19186
H: -1.23251 2.13715 1.59620
O: -1.19775 1.38884 0.99007
H: -0.71234 1.63880 0.20108
H: -0.45861 2.14735 -2.28878
O: -0.42922 1.58892 -1.47849



(4)
Formula: C7H14IN2O3P
Source: the Open Molecules 2025 dataset
Level of theory: ωB97M-V with the def2-TZVPD basis set

- SMILES string = O=C1NCC[C@@H]1P(O)I.CNC(C)=O
- LUMO level (eV) = 0.13
- frontier orbital gap (eV) = 8.853
- HOMO energy (eV) = -8.7
- charge = 0
- spin multiplicity = 1

Element x y z (Å)
O: 2.02069 -4.59684 0.28677
C: 1.69749 -3.50576 -0.01093
N: 2.12046 -2.29314 0.46422
C: 2.44543 -1.46833 -0.71194
C: 1.42226 -1.92914 -1.77294
C: 0.68844 -3.15336 -1.11346
P: -0.92750 -2.86406 -0.28366
O: -0.86258 -1.25170 0.07023
I: -2.65858 -3.10467 -2.05350
H: 2.77500 -2.30655 1.23293
H: 2.47875 -0.40486 -0.49956
H: 3.47653 -1.73161 -0.95394
H: 2.05029 -2.39294 -2.52422
H: 0.75068 -1.15382 -2.10607
H: 0.60439 -3.90935 -1.88021
H: -1.72984 -0.99994 0.41500
C: -2.65653 3.87809 1.27963
N: -1.23589 4.09449 1.07855
C: -0.27599 3.17374 0.78791
C: -0.70715 1.73318 0.64952
O: 0.88576 3.51671 0.64730
H: -3.21847 4.46311 0.54936
H: -2.93511 4.21200 2.28079
H: -2.91786 2.83143 1.17056
H: -0.87983 5.03406 1.15648
H: 0.16125 1.12626 0.41928
H: -1.14316 1.37515 1.58413
H: -1.42891 1.62784 -0.16223